Version P
This record from the Open Molecules 2025 dataset describes 2 unconnected molecules or ions with the total composition CH4NO. The level of theory is ωB97M-V/def2-TZVPD.

Values from the calculation:
Highest occupied orbital energy (eV): -1.21

Structure (ORCA input):
```
! wB97M-V def2-TZVPD RIJCOSX def2/J DEFGRID3
* xyz -1 1
N 0.584 0.895 -0.606
C -0.482 0.478 -1.069
O 0.913 -0.638 1.777
H -0.663 0.178 -2.146
H 1.060 -0.236 0.887
H 0.029 -1.015 1.630
H -1.440 0.337 -0.471
*
```

Here are the Löwdin charges for atoms 1 to 5, given in e: number 1, N, carries -0.20; number 2, C, carries -0.55; number 3, O, carries -0.16; number 4, H, carries -0.03; number 5, H, carries -0.05

Version Q
This record from the Open Molecules 2025 dataset describes a molecular structure, CH4NO. The level of theory is ωB97M-V/def2-TZVPD.

Values from the calculation:
Highest occupied orbital energy (eV): -2.11

Structure (ORCA input):
```
! wB97M-V def2-TZVPD RIJCOSX def2/J DEFGRID3
* xyz -1 1
C 0.314 1.175 -0.498
N 0.690 0.081 0.144
O 1.941 0.025 0.664
H -0.733 1.110 -0.811
H -1.854 -2.492 0.437
H 1.020 2.010 -0.727
H -1.378 -1.909 0.791
*
```

Here are the Löwdin charges for atoms 1 to 5, given in e: number 1, C, carries -0.24; number 2, N, carries -0.32; number 3, O, carries -0.43; number 4, H, carries -0.01; number 5, H, carries -0.01

Version R
This record from the Open Molecules 2025 dataset describes 2 unconnected molecules or ions with the total composition CH4NO. The level of theory is ωB97M-V/def2-TZVPD.

Values from the calculation:
Highest occupied orbital energy (eV): -1.29

Structure (ORCA input):
```
! wB97M-V def2-TZVPD RIJCOSX def2/J DEFGRID3
* xyz -1 1
N 0.597 0.105 -0.875
C -0.301 -0.586 -1.358
O -0.012 0.509 1.839
H -0.116 -1.544 -1.927
H 0.443 0.595 0.958
H -0.830 0.111 1.525
H -1.406 -0.333 -1.292
*
```

Here are the Löwdin charges for atoms 1 to 5, given in e: number 1, N, carries -0.20; number 2, C, carries -0.54; number 3, O, carries -0.17; number 4, H, carries -0.02; number 5, H, carries -0.04

Which of them is most stable, and which least? Most stable: version R; least stable: version Q.

Version P
This record from the Open Molecules 2025 dataset describes a gas-phase ion, C2HO2S2 (charge -1). The level of theory is ωB97M-V/def2-TZVPD.

Values from the calculation:
Highest occupied orbital energy (eV): -4.55

Structure (ORCA input):
```
! wB97M-V def2-TZVPD RIJCOSX def2/J DEFGRID3
* xyz -1 1
C 0.854 1.559 -0.184
C 0.048 0.527 0.731
O 0.823 2.755 0.116
O 1.550 0.968 -0.981
S 0.889 -0.152 1.932
S 0.289 -1.880 2.735
H -0.961 0.020 0.541
*
```

Here are the Löwdin charges for atoms 1 to 5, given in e: number 1, C, carries -0.86; number 2, C, carries -0.39; number 3, O, carries -0.05; number 4, O, carries -0.02; number 5, S, carries 0.37

Version Q
This record from the Open Molecules 2025 dataset describes a gas-phase ion, C2HO2S2 (charge -1). The level of theory is ωB97M-V/def2-TZVPD.

Values from the calculation:
Highest occupied orbital energy (eV): -4.29

Structure (ORCA input):
```
! wB97M-V def2-TZVPD RIJCOSX def2/J DEFGRID3
* xyz -1 1
O 1.348 -0.571 1.608
C 0.171 -0.276 1.745
O -0.596 -0.282 2.669
C -0.445 0.384 0.424
S -2.185 0.233 0.117
S -1.201 2.016 0.540
H 0.190 0.217 -0.566
*
```

Here are the Löwdin charges for atoms 1 to 5, given in e: number 1, O, carries -0.06; number 2, C, carries -0.89; number 3, O, carries -0.05; number 4, C, carries -0.95; number 5, S, carries 0.43

Which of them is most stable, and which least? Most stable: version Q; least stable: version P.

Version P
This record from the Open Molecules 2025 dataset describes 4 unconnected molecules or ions with the total composition H9O4. The level of theory is ωB97M-V/def2-TZVPD.

Values from the calculation:
Highest occupied orbital energy (eV): -16.38

Structure (ORCA input):
```
! wB97M-V def2-TZVPD RIJCOSX def2/J DEFGRID3
* xyz 1 1
O -0.629 -1.892 1.340
H -0.554 -1.790 2.326
H -0.760 -2.851 1.301
O 0.927 -0.896 -1.852
H 1.469 -0.540 -2.625
H 1.460 -1.765 -1.794
O -0.043 2.587 0.550
H 0.038 3.474 0.129
H -0.107 2.703 1.494
O -0.621 0.196 -0.251
H 0.090 -0.103 -0.971
H -0.560 1.187 -0.249
H -0.709 -0.310 0.603
*
```

Here are the Löwdin charges for atoms 1 to 5, given in e: number 1, O, carries -0.04; number 2, H, carries 0.10; number 3, H, carries 0.08; number 4, O, carries -0.04; number 5, H, carries 0.13

Version Q
This record from the Open Molecules 2025 dataset describes 4 unconnected molecules or ions with the total composition H9O4. The level of theory is ωB97M-V/def2-TZVPD.

Values from the calculation:
Highest occupied orbital energy (eV): -16.81

Structure (ORCA input):
```
! wB97M-V def2-TZVPD RIJCOSX def2/J DEFGRID3
* xyz 1 1
O -0.258 -0.380 -0.691
H -0.585 -0.662 0.231
H -0.586 0.583 -0.790
H 0.762 -0.460 -0.520
O 2.166 -0.955 -0.149
H 2.304 -1.909 -0.229
H 2.772 -0.559 -0.796
O -0.905 2.172 -0.790
H -1.841 2.302 -0.997
H -0.452 2.639 -1.506
O -1.116 -0.992 1.691
H -1.891 -0.871 2.252
H -0.368 -0.906 2.295
*
```

Here are the Löwdin charges for atoms 1 to 5, given in e: number 1, O, carries 0.15; number 2, H, carries 0.08; number 3, H, carries 0.09; number 4, H, carries 0.08; number 5, O, carries 0.01

Version R
This record from the Open Molecules 2025 dataset describes 4 unconnected molecules or ions with the total composition H9O4. The level of theory is ωB97M-V/def2-TZVPD.

Values from the calculation:
Highest occupied orbital energy (eV): -16.70

Structure (ORCA input):
```
! wB97M-V def2-TZVPD RIJCOSX def2/J DEFGRID3
* xyz 1 1
O -0.053 0.331 -0.056
H 0.914 0.520 -0.299
H -0.450 -0.523 -0.415
H -0.393 0.627 0.832
O -1.209 1.363 1.942
H -1.888 0.948 2.499
H -1.637 2.190 1.746
O -1.044 -1.782 -0.953
H -0.474 -2.553 -1.135
H -1.896 -2.032 -1.324
O 2.334 0.074 -0.973
H 3.041 -0.100 -0.358
H 2.435 1.011 -1.238
*
```

Here are the Löwdin charges for atoms 1 to 5, given in e: number 1, O, carries 0.17; number 2, H, carries 0.10; number 3, H, carries 0.06; number 4, H, carries 0.07; number 5, O, carries 0.01

Which of them is most stable, and which least? Most stable: version Q; least stable: version P.

Version P
This record from the Open Molecules 2025 dataset describes 4 unconnected molecules or ions with the total composition H9O4. The level of theory is ωB97M-V/def2-TZVPD.

Values from the calculation:
Highest occupied orbital energy (eV): -16.25

Structure (ORCA input):
```
! wB97M-V def2-TZVPD RIJCOSX def2/J DEFGRID3
* xyz 1 1
O 1.831 0.695 -1.062
H 2.445 0.018 -0.728
H 2.242 1.196 -1.828
O 0.707 -2.337 0.495
H 1.410 -2.919 0.864
H -0.035 -2.795 1.020
O -2.321 1.563 0.144
H -2.027 2.437 -0.175
H -3.186 1.228 0.078
O -0.325 0.261 0.180
H -0.243 -0.557 0.712
H -0.992 0.842 0.598
H 0.495 0.368 -0.299
*
```

Here are the Löwdin charges for atoms 1 to 5, given in e: number 1, O, carries -0.03; number 2, H, carries 0.09; number 3, H, carries 0.13; number 4, O, carries -0.08; number 5, H, carries 0.08

Version Q
This record from the Open Molecules 2025 dataset describes 4 unconnected molecules or ions with the total composition H9O4. The level of theory is ωB97M-V/def2-TZVPD.

Values from the calculation:
Highest occupied orbital energy (eV): -15.90

Structure (ORCA input):
```
! wB97M-V def2-TZVPD RIJCOSX def2/J DEFGRID3
* xyz 1 1
O -0.132 1.046 -0.244
H -0.101 1.311 0.767
H 0.679 0.467 -0.842
H -0.959 0.529 -0.342
O -0.680 -1.713 -0.269
H -0.719 -2.547 0.209
H -0.927 -2.143 -1.086
O 1.398 -0.429 -1.478
H 2.297 -0.068 -1.598
H 1.110 -0.569 -2.410
O -0.312 1.434 2.193
H -1.030 2.042 2.490
H -0.624 0.640 2.609
*
```

Here are the Löwdin charges for atoms 1 to 5, given in e: number 1, O, carries 0.07; number 2, H, carries 0.06; number 3, H, carries 0.09; number 4, H, carries 0.11; number 5, O, carries -0.04

Which of them is most stable, and which least? Most stable: version Q; least stable: version P.

Version P
This record from the Open Molecules 2025 dataset describes 2 unconnected molecules or ions with the total composition C10H16. The level of theory is ωB97M-V/def2-TZVPD.

Values from the calculation:
Highest occupied orbital energy (alpha / beta) (eV): 0.81 / -3.35
⟨S²⟩: 0.761

Structure (ORCA input):
```
! wB97M-V def2-TZVPD RIJCOSX def2/J DEFGRID3
* xyz -1 2
C -2.892 0.358 1.797
C -0.961 1.552 -1.315
C -0.523 0.319 -1.887
C -1.766 1.470 -0.113
C -2.133 0.295 0.489
C -0.886 -0.840 -1.257
C -1.733 -0.931 -0.113
H -0.710 2.525 -1.715
H 0.204 0.413 -2.688
H -1.942 2.429 0.375
H -0.769 -1.768 -1.824
H -3.305 -0.630 2.037
H -3.705 1.059 1.628
H -1.888 -1.890 0.365
H -2.212 0.510 2.639
C 2.625 0.029 -0.134
C 1.820 0.156 1.166
C 2.606 -1.362 -0.707
H 2.122 0.708 -0.827
H 3.585 0.505 0.081
H 1.166 -0.709 1.323
H 2.954 -2.127 -0.002
H 1.605 -1.660 -0.992
H 1.154 1.018 1.194
H 2.405 0.152 2.094
H 3.180 -1.578 -1.613
*
```

Here are the Löwdin charges for atoms 1 to 5, given in e: number 1, C, carries -0.10; number 2, C, carries -0.18; number 3, C, carries -0.20; number 4, C, carries -0.16; number 5, C, carries -0.38

Version Q
This record from the Open Molecules 2025 dataset describes 2 unconnected molecules or ions with the total composition C10H16. The level of theory is ωB97M-V/def2-TZVPD.

Values from the calculation:
Highest occupied orbital energy (alpha / beta) (eV): 0.85 / -3.19
⟨S²⟩: 0.760

Structure (ORCA input):
```
! wB97M-V def2-TZVPD RIJCOSX def2/J DEFGRID3
* xyz -1 2
C -1.075 1.651 1.934
C -0.546 0.442 2.650
H -1.869 1.508 1.205
H -1.445 2.438 2.588
H -0.310 2.168 1.349
H -1.099 -0.468 2.481
H -0.390 0.575 3.702
H 0.500 0.210 2.425
C -1.211 -0.628 -1.679
C -2.054 -1.522 -0.778
C 0.216 -0.451 -1.281
C 0.800 -0.963 -0.149
C 1.013 0.370 -2.168
C 2.114 -0.609 0.220
C 2.304 0.770 -1.765
C 2.874 0.292 -0.612
H -1.317 -0.991 -2.711
H -1.727 0.343 -1.750
H -3.007 -1.839 -1.218
H 0.258 -1.692 0.446
H 0.560 0.827 -3.042
H 2.567 -1.041 1.097
H 2.812 1.577 -2.289
H 3.829 0.618 -0.211
H -2.239 -1.103 0.195
H -1.558 -2.483 -0.639
*
```

Here are the Löwdin charges for atoms 1 to 5, given in e: number 1, C, carries -0.17; number 2, C, carries -0.18; number 3, H, carries 0.05; number 4, H, carries 0.05; number 5, H, carries 0.07

Version R
This record from the Open Molecules 2025 dataset describes 2 unconnected molecules or ions with the total composition C10H16. The level of theory is ωB97M-V/def2-TZVPD.

Values from the calculation:
Highest occupied orbital energy (alpha / beta) (eV): 0.87 / -3.39
⟨S²⟩: 0.761

Structure (ORCA input):
```
! wB97M-V def2-TZVPD RIJCOSX def2/J DEFGRID3
* xyz -1 2
C -0.596 2.483 1.437
C -1.201 1.527 0.452
C -1.094 1.794 -0.929
C -1.873 0.397 0.885
C -1.632 0.848 -1.864
C -2.424 -0.553 -0.066
C -2.232 -0.324 -1.428
H 0.494 2.378 1.437
H -0.984 2.426 2.460
H -0.588 2.693 -1.266
H -1.858 0.177 1.950
H -1.492 1.041 -2.926
H -2.901 -1.440 0.340
H -2.505 -1.050 -2.184
H -0.815 3.526 1.167
C 1.643 -0.961 0.260
C 1.044 -2.336 -0.020
C 3.135 -0.907 -0.022
H 1.083 -0.224 -0.323
H 1.496 -0.721 1.319
H -0.037 -2.251 -0.137
H 1.253 -3.108 0.722
H 3.687 -1.682 0.509
H 3.375 -1.035 -1.082
H 1.420 -2.731 -0.973
H 3.602 0.033 0.283
*
```

Here are the Löwdin charges for atoms 1 to 5, given in e: number 1, C, carries -0.11; number 2, C, carries -0.39; number 3, C, carries -0.16; number 4, C, carries -0.14; number 5, C, carries -0.19

Which of them is most stable, and which least? Most stable: version R; least stable: version P.

Version P
This record from the Open Molecules 2025 dataset describes 2 unconnected molecules or ions with the total composition C3H10NS2. The level of theory is ωB97M-V/def2-TZVPD.

Values from the calculation:
Highest occupied orbital energy (eV): -12.69

Structure (ORCA input):
```
! wB97M-V def2-TZVPD RIJCOSX def2/J DEFGRID3
* xyz 1 1
C -0.267 -0.970 -1.332
C -0.569 1.470 0.155
C 0.808 -0.561 0.641
N 0.730 0.834 0.633
S 2.508 -1.124 0.279
S -0.196 -1.214 2.026
H 0.100 -0.350 -2.043
H 0.285 -1.854 -1.509
H -1.363 -0.967 -0.900
H -1.269 0.720 0.595
H -0.932 2.500 0.502
H -0.645 1.423 -0.926
H 0.763 1.148 1.572
H 1.659 1.284 0.151
H 2.746 -2.292 0.933
H -0.174 -2.530 1.939
*
```

Here are the Löwdin charges for atoms 1 to 5, given in e: number 1, C, carries 0.09; number 2, C, carries -0.02; number 3, C, carries -1.02; number 4, N, carries -0.15; number 5, S, carries 0.76

Version Q
This record from the Open Molecules 2025 dataset describes 2 unconnected molecules or ions with the total composition C3H10NS2. The level of theory is ωB97M-V/def2-TZVPD.

Values from the calculation:
Highest occupied orbital energy (eV): -12.25

Structure (ORCA input):
```
! wB97M-V def2-TZVPD RIJCOSX def2/J DEFGRID3
* xyz 1 1
C -0.695 1.122 -1.018
S -1.543 1.925 -2.368
S 0.031 1.954 -3.775
H -0.173 0.212 -1.439
H -1.315 0.848 -0.154
H 0.120 1.740 -0.687
H 0.659 3.126 -3.510
C -0.774 -1.311 1.636
C 1.686 -1.281 1.448
N 0.520 -1.054 0.949
H -1.525 -1.697 1.006
H -1.139 -0.352 2.081
H -0.620 -2.010 2.493
H 1.772 -1.625 2.460
H 2.537 -1.048 0.816
H 0.460 -0.548 0.063
*
```

Here are the Löwdin charges for atoms 1 to 5, given in e: number 1, C, carries -0.58; number 2, S, carries 0.43; number 3, S, carries 0.34; number 4, H, carries 0.03; number 5, H, carries 0.03

Which of them is most stable, and which least? Most stable: version Q; least stable: version P.